A structure of composition FH3P2S2 at a distorted geometry, computed with the ωB97M-V functional and the def2-TZVPD basis.

Summary:
Strongest force on any atom ... 0.07246 hartree/bohr
Gap between HOMO and LUMO ... 7.741 eV
Energy relative to the best compared isomer or geometry (same formula, charge and spin) ... 1.6794 eV

Each line ends with the natural charge from an NBO analysis.
Geometry (Å):
H 1.40816 1.42566 -0.45019  0.0563
P -0.79184 -0.22570 0.16397  1.0732
H 0.16324 1.85310 1.64091  0.0545
S -2.45349 -0.61954 0.98016  -0.3838
S 1.20550 -2.03261 0.20968  -0.3974
F -0.98387 -0.43706 -1.46983  -0.5923
H 1.34396 -1.74148 -1.22067  0.1593
P 0.10833 1.77764 0.14596  0.0302